# C26H38As2EuN7O4S2

C26H38As2EuN7O4S2 as an isolated structure (ωB97M-V/def2-TZVPD, the OMol25 dataset).

Structure (XYZ):
```
80
Properties=species:S:1:pos:R:3:forces:R:3
Eu -0.779700 -0.816711 -0.066858 -1.055 -0.762 -0.186
C -0.179583 -3.071296 4.098455 0.306 -1.077 2.480
C -0.136584 -2.517899 2.772287 -0.525 1.093 -1.365
N -1.099201 -1.823405 2.258042 -0.515 0.507 -1.072
N -2.236900 -1.608451 2.980594 -1.126 0.319 -0.563
C -3.298410 -1.200435 2.252919 1.765 -0.669 -0.729
N -4.475569 -1.073100 2.825821 0.772 -0.157 0.855
S -3.362105 -0.896877 0.510874 0.438 0.165 0.021
C 1.031897 -2.745201 1.889197 1.091 -0.331 0.029
C 2.154312 -3.457577 2.371645 -0.714 -0.598 -0.458
C 3.163409 -3.797555 1.462990 -0.485 0.380 -0.036
C 3.112735 -3.269715 0.152176 1.613 -1.826 0.920
C 2.028755 -2.554727 -0.198860 0.049 -0.063 0.361
N 1.012203 -2.309010 0.600110 -1.217 0.286 1.509
H 0.551175 -2.603006 4.786851 -0.013 -0.123 -0.488
H 0.062769 -4.153857 4.092313 -0.222 0.509 0.026
H -1.131077 -2.919581 4.620812 0.098 -0.110 -0.591
H -4.483999 -1.170883 3.804287 -0.284 -0.214 1.325
H -5.305202 -0.801260 2.371895 -0.621 0.349 -0.739
H 2.097345 -3.913235 3.379408 0.338 0.552 -0.788
H 3.921485 -4.508473 1.779815 0.119 0.313 -0.169
H 3.854930 -3.538943 -0.611370 -0.245 0.239 0.551
H 1.984531 -2.188076 -1.175625 -0.331 0.639 -1.588
C -0.981757 1.874533 -3.567373 -0.436 -0.920 -0.017
As -1.995206 0.355493 -2.821853 0.398 0.435 0.439
C -3.681362 1.304611 -2.857278 -1.038 -0.540 -1.002
C -2.174116 -0.845818 -4.327686 -0.179 1.752 -1.427
C -2.350132 -0.355681 -5.658147 0.292 -1.624 1.622
C -2.420033 -1.314436 -6.631913 -0.437 -0.158 -0.597
C -2.253517 -2.661082 -6.406494 0.031 -1.891 0.225
C -2.047408 -3.151991 -5.115026 -0.686 1.304 -1.578
C -2.108534 -2.197057 -4.125560 1.364 -0.827 1.215
As -1.700152 -2.817396 -2.366716 0.618 -0.676 1.145
C -0.531890 -4.375035 -2.503318 0.116 -0.415 -1.119
C -3.288326 -3.821918 -1.959864 -0.117 0.292 -0.374
H -1.427744 2.009770 -4.560615 0.750 0.372 0.206
H 0.093648 1.813417 -3.478693 0.272 -0.560 -0.714
H -1.188144 2.688243 -2.916027 -0.744 0.946 0.391
H -3.625637 1.894819 -3.783666 -0.305 -0.178 0.186
H -3.675711 2.006364 -2.047464 -0.261 0.273 0.581
H -4.626820 0.676229 -2.878578 1.362 0.678 0.217
H -2.417265 0.653513 -5.974253 -0.146 0.913 0.240
H -2.699795 -1.045155 -7.618880 0.122 0.466 -0.850
H -2.328909 -3.381270 -7.234858 0.128 0.531 0.315
H -1.897399 -4.186587 -4.897132 0.012 -0.483 -0.028
H -1.076969 -5.263817 -2.812459 -0.294 0.054 -0.098
H -0.146977 -4.606498 -1.540508 0.237 -0.006 1.093
H 0.332858 -4.331172 -3.161517 -0.006 0.502 -0.171
H -3.465057 -4.632608 -2.662170 0.265 -0.111 0.010
H -4.108556 -3.141914 -2.046351 -0.669 0.424 0.126
H -3.216119 -4.155324 -0.949489 -0.089 -0.458 0.670
C 4.693317 4.329123 4.943237 -0.887 2.927 -1.160
C 4.051218 3.201945 4.178905 0.705 0.570 -0.478
S 2.365976 3.569693 3.712081 -0.731 -1.607 0.896
O 1.827045 2.279225 3.276140 0.076 0.692 -0.437
O 1.720834 4.209160 4.831355 0.263 0.263 -0.959
C 2.469311 4.661487 2.256324 0.773 -0.426 0.081
C 2.502237 3.897560 0.885961 -1.354 0.880 0.818
N 1.259061 3.137116 0.562877 0.908 1.098 0.662
C 1.213862 1.837844 0.365002 0.081 -0.973 0.837
N -0.059606 1.429124 0.233495 0.781 -0.291 -0.861
C -0.838505 2.537672 0.279878 -0.744 0.667 0.093
C -0.028499 3.615906 0.520311 -1.462 -1.954 0.088
N -0.416735 4.952374 0.780921 0.432 -0.105 -0.156
O -1.461839 5.228841 1.285178 -0.962 -0.393 0.191
O 0.443991 5.724534 0.458608 1.132 1.858 -0.524
C 2.393413 0.922117 0.486420 -0.090 0.599 0.194
H 5.521131 4.059076 5.499870 1.870 -0.953 0.800
H 4.084689 4.879001 5.660442 -0.726 -0.707 0.090
H 4.996798 5.202601 4.311294 0.080 -0.920 0.003
H 4.016498 2.338200 4.836603 -0.447 -0.312 -0.252
H 4.625341 2.952950 3.248823 -0.501 0.044 0.756
H 3.474166 5.112198 2.433136 -0.719 0.076 -0.485
H 1.702350 5.452876 2.312879 0.402 -0.512 0.097
H 3.347026 3.237882 0.820387 0.159 -0.235 -0.057
H 2.488217 4.631222 0.103845 0.753 0.542 -0.241
H -1.916603 2.479481 0.063877 0.693 0.266 0.499
H 2.120516 -0.003236 0.009360 0.306 -0.390 -0.257
H 2.617290 0.730064 1.542062 -0.216 0.059 -0.075
H 3.307315 1.341010 0.046839 -0.375 -0.275 -0.173
```
Forces are in eV/Å.

As for the charge: +2. For the largest force on an atom, the calculation gives 3.27 eV Å⁻¹. For the orbital gap (alpha / beta), the calculation gives 6.22 / 7.33 eV. For the electronic energy, the calculation gives -208858.95461 eV. As for the HOMO energy (alpha / beta): -13.321 / -13.331 eV. As for the LUMO energy (alpha / beta): -7.10 / -6.01 eV. As for the multiplicity: 7.